(1)
This record from the OMol25 dataset describes an isolated molecule of CN2O3S. The level of theory is wB97M-V/def2-TZVPD.

The calculation puts the relative energy (zero: lowest compared OMol25 entry of this formula, charge and spin) at 0.9752 eV.

ORCA input file:
```
! RIJCOSX wB97M-V def2-TZVPD def2/J DEFGRID3
* xyz 0 1
C 1.2006 0.2871 1.2755
N 2.2424 0.7478 1.3831
N -1.1170 -0.3092 -1.1889
O -0.3717 -1.2337 -1.2166
O -1.8669 0.1244 -2.0484
O -0.0158 -0.1051 1.2100
S -1.2208 0.6970 0.3152
*
```

(2)
This record from the OMol25 dataset describes a cluster of 2 separate species, C5H16IN3 in total. The level of theory is wB97M-V/def2-TZVPD.

ORCA input file:
```
! RIJCOSX wB97M-V def2-TZVPD def2/J DEFGRID3
* xyz 2 1
C -0.9961 -2.7043 -0.4315
C 1.6710 0.8993 1.3374
C 0.9575 -1.1170 0.0875
C -0.4521 -1.2419 -0.5123
C 1.3202 0.3252 0.0851
N -0.9646 2.1538 0.2064
N -1.3358 -0.4201 0.3286
N 1.4334 0.8463 -1.1117
I -0.8974 3.6893 -1.0592
H -1.9359 -2.8927 -0.7737
H -0.2695 -3.1971 -1.1396
H -0.8731 -2.9853 0.6869
H 1.0627 0.7695 2.2668
H 2.5393 0.3406 1.7033
H 1.7223 2.0280 1.1399
H 1.0869 -1.4858 1.0557
H 1.6804 -1.7051 -0.4326
H -0.5947 -0.8575 -1.5184
H -1.1801 2.4673 1.0954
H -2.3658 -0.7103 0.1516
H -1.1861 0.6292 0.0223
H -1.1486 -0.6869 1.2915
H 1.5873 1.8453 -1.1259
H -2.3020 3.8567 -1.5312
H 1.4406 0.1536 -1.8223
*
```

Number 1: Kohn-Sham gap 10.4 eV, highest occupied orbital energy -0.4268 hartree, maximum force 0.0387 Eh/bohr. Number 2: Kohn-Sham gap 9.0 eV, highest occupied orbital energy -0.6205 hartree, maximum force 0.1074 Eh/bohr.